Record 1
54
Properties=species:S:1:pos:R:3:lowdin_charge:R:1 method="wB97M-V/def2-TZVPD" total_energy_ha=-4007.42441 total_charge=+2 fmax_ha_per_bohr=0.09653 gap_ev="3.9 / 3.8"
Ir -0.5001 -0.5177 -0.6331 1.44
N 1.1455 2.5497 0.2363 0.21
C 2.1557 2.1304 1.2510 -0.26
C 3.2043 1.2448 0.5811 -0.08
C 2.7822 -0.2112 0.3619 -0.32
N 1.8171 -0.4122 -0.7353 0.00
C 2.2668 -0.8078 1.6730 -0.08
C 1.1439 -0.0163 2.3511 -0.31
N -0.1593 -0.2734 1.7042 0.05
C 1.4646 1.4823 2.4521 -0.07
H 1.5988 3.0199 -0.5544 0.18
H 0.4435 3.1847 0.6340 0.17
H 0.6252 1.7297 -0.1504 0.07
H 2.6406 3.0534 1.5933 0.17
H 4.0885 1.2294 1.2206 0.15
H 3.5174 1.7007 -0.3604 0.13
H 3.7009 -0.7588 0.1075 0.17
H 1.8531 -1.4417 -0.9167 0.05
H 2.1547 0.0368 -1.5859 0.13
H 3.1054 -0.8585 2.3668 0.15
H 1.9351 -1.8291 1.4916 0.13
H 1.0806 -0.3791 3.3871 0.17
H -0.8889 0.2909 2.1398 0.13
H -0.4043 -1.2469 1.8909 0.11
H 2.1286 1.6146 3.3067 0.15
H 0.5500 2.0366 2.6775 0.13
O -2.4723 -0.1469 -1.4517 -0.19
N -2.9560 1.0089 -1.5254 0.02
N -2.1634 1.9831 -1.3729 -0.18
O -0.8732 1.7743 -1.1842 -0.22
C -2.6218 3.3076 -1.2604 -0.19
C -3.9014 3.5654 -0.7721 0.01
C -4.2746 4.8778 -0.5464 -0.03
C -3.3866 5.9131 -0.8116 -0.04
C -2.1194 5.6492 -1.3127 -0.05
C -1.7320 4.3434 -1.5393 -0.02
H -4.5719 2.7459 -0.5660 0.12
H -5.2540 5.1051 -0.1530 0.12
H -3.6772 6.9338 -0.6269 0.12
H -1.4345 6.4553 -1.5263 0.12
H -0.7671 4.1062 -1.9617 0.11
Br 1.5390 -8.8021 -0.6967 0.79
C 0.4012 -7.2988 -0.7804 -0.64
C -0.9873 -7.4723 -0.8624 -0.15
N -1.7718 -6.4334 -0.9094 0.08
C -1.3578 -5.1973 -0.8650 -0.08
C 0.0097 -4.9330 -0.7688 -0.11
C 0.8962 -5.9968 -0.7437 -0.04
C 0.4474 -3.4782 -0.6430 -0.59
O 1.6079 -3.1772 -0.9009 0.04
O -0.4527 -2.7022 -0.2313 -0.12
H -1.4474 -8.4517 -0.8855 0.12
H -2.0882 -4.4026 -0.9018 0.12
H 1.9609 -5.8274 -0.6916 0.12

***

Record 2
90
Properties=species:S:1:pos:R:3:lowdin_charge:R:1 method="wB97M-V/def2-TZVPD" total_energy_ha=-22546.45912 total_charge=0 fmax_ha_per_bohr=0.06016 gap_ev=8.1
C 1.2707 -3.3515 -2.0308 -0.22
C 0.9797 -1.9972 -1.1272 -0.55
S 0.6635 -0.5188 -2.2345 0.64
C 0.4586 1.0701 -1.2645 -0.81
P 2.0454 1.7064 -0.4087 0.46
S 3.6345 1.7534 -1.8727 0.24
H 1.2104 -3.1539 -3.2021 0.06
H 0.5212 -4.2390 -1.8060 0.07
H 2.3573 -3.7676 -1.8142 0.02
H 1.9800 -1.8101 -0.5083 -0.03
H 0.1262 -2.1986 -0.3271 0.09
H -0.4197 1.0548 -0.4730 -0.01
H 0.1447 1.9069 -2.0564 0.03
H 2.4902 0.7132 0.5589 -0.10
H 3.1766 2.7140 -2.8291 -0.13
C 3.4820 -0.4935 -5.0968 -1.53
Cl 4.0792 -1.5916 -3.8408 0.51
Cl 4.7037 -0.2706 -6.3605 0.52
Cl 1.9721 -1.1065 -5.7924 0.49
H 3.2803 0.4777 -4.6376 -0.02
C -1.6004 1.3673 -6.5956 -1.52
Cl -1.3343 0.1801 -7.8838 0.52
Cl -0.5667 1.0140 -5.2007 0.49
Cl -1.3016 3.0091 -7.1913 0.50
H -2.6438 1.3013 -6.2766 0.02
C 1.9030 4.1346 3.2475 -1.52
Cl 2.5003 3.0365 4.5034 0.50
Cl 3.1248 4.3575 1.9838 0.50
Cl 0.3931 3.5216 2.5519 0.50
H 1.7014 5.1058 3.7067 0.02
C -2.6641 3.1080 0.5278 -1.51
Cl -2.2438 1.6790 1.4876 0.52
Cl -2.3511 2.8164 -1.1916 0.56
Cl -4.3598 3.5531 0.7847 0.51
H -2.0361 3.9401 0.8559 0.00
C 5.0866 -1.5436 0.2158 -1.49
Cl 5.9740 -3.0575 -0.0303 0.54
Cl 3.5559 -1.8491 1.0543 0.57
Cl 6.0728 -0.3850 1.1239 0.50
H 4.8629 -1.1125 -0.7633 -0.01
C 2.3659 -5.6017 1.2185 -1.51
Cl 2.7862 -7.0306 2.1783 0.52
Cl 2.6789 -5.8932 -0.5009 0.56
Cl 0.6702 -5.1565 1.4754 0.50
H 2.9940 -4.7695 1.5466 -0.01
C 8.0300 -0.2666 4.8249 -1.52
Cl 6.9546 -0.5571 6.2030 0.52
Cl 8.4054 -1.7877 3.9974 0.52
Cl 7.2998 0.8904 3.6991 0.50
H 8.9634 0.1605 5.2005 0.02
C -8.1328 3.4208 -0.4465 -1.52
Cl -7.6744 3.5387 1.2611 0.51
Cl -7.7909 4.9417 -1.2887 0.51
Cl -7.2860 2.0739 -1.2263 0.52
H -9.2077 3.2304 -0.5021 0.02
C -8.0551 8.6156 -2.6631 -1.54
Cl -7.7080 10.1378 -1.8249 0.52
Cl -9.8038 8.3736 -2.8145 0.52
Cl -7.2837 8.5938 -4.2581 0.51
H -7.6438 7.7946 -2.0704 -0.02
C -2.6796 -7.0311 3.0381 -1.53
Cl -1.1279 -7.7402 2.5592 0.49
Cl -2.4292 -5.7001 4.1805 0.51
Cl -3.5725 -6.4693 1.6145 0.51
H -3.2728 -7.8036 3.5340 0.02
C 3.3792 -0.7712 7.5695 -1.54
Cl 2.3038 -1.0617 8.9475 0.53
Cl 3.7545 -2.2923 6.7419 0.52
Cl 2.6490 0.3858 6.4436 0.50
H 4.3126 -0.3441 7.9451 0.00
C 3.0705 -5.9919 7.9958 -1.54
Cl 4.0564 -7.2440 7.2211 0.52
Cl 1.3624 -6.1932 7.5701 0.52
Cl 3.2823 -6.0329 9.7545 0.52
H 3.4036 -5.0168 7.6314 -0.03
C -5.7651 5.5774 -6.3205 -1.54
Cl -6.4482 4.6656 -7.6777 0.51
Cl -6.4802 5.0436 -4.7898 0.49
Cl -4.0024 5.4026 -6.2781 0.51
H -6.0031 6.6348 -6.4616 0.00
C -10.1437 5.7824 -8.5577 -1.54
Cl -9.1036 6.8527 -7.6024 0.50
Cl -11.0694 4.7060 -7.4975 0.52
Cl -11.2321 6.7287 -9.5869 0.52
H -9.5080 5.1688 -9.2011 0.01
C 7.5833 -7.8149 5.5202 -1.55
Cl 7.8495 -9.0021 4.2320 0.52
Cl 8.6171 -8.1683 6.9151 0.51
Cl 7.8821 -6.1731 4.9245 0.51
H 6.5400 -7.8809 5.8392 -0.03